(1)
Formula: C14H17AsAuNS
Source: the Open Molecules 2025 dataset
Level of theory: ωB97M-V/def2-TZVPD

Element x y z (Å)
Au: 0.2812 1.3850 -0.3363
C: -2.0097 -2.8705 0.7357
C: -3.2972 -2.4931 0.3211
C: -3.4930 -1.1358 0.1172
C: -2.4579 -0.1549 0.2383
N: -1.2290 -0.5990 0.5187
C: -1.0218 -1.9019 0.7820
C: -2.6733 1.2851 0.1731
C: -3.9355 1.8209 0.5197
C: -4.1949 3.1720 0.3963
C: -3.1234 4.0646 0.1337
C: -1.8878 3.5632 -0.1277
C: -1.5655 2.1630 -0.1094
H: -1.8269 -3.8963 1.0509
H: -4.0603 -3.2018 0.1790
H: -4.4467 -0.6945 -0.1275
H: -0.0257 -2.1692 0.9933
H: -4.7646 1.1390 0.6769
H: -5.1847 3.5117 0.7415
H: -3.3503 5.1402 0.1431
H: -1.0754 4.2447 -0.2243
C: 2.4509 -1.9512 -1.2330
As: 3.6470 -0.5502 -0.5611
C: 4.5306 -1.6433 0.7693
C: 5.1526 0.6015 -1.2938
S: 2.4016 0.8495 0.7320
H: 2.0117 -1.4478 -2.0777
H: 1.7117 -2.2550 -0.4320
H: 2.9853 -2.8713 -1.4283
H: 4.4945 -2.6979 0.3675
H: 4.0280 -1.5709 1.7008
H: 5.5124 -1.1779 0.9481
H: 5.6706 0.1633 -2.2113
H: 5.9870 0.6061 -0.5693
H: 4.7585 1.5725 -1.5067

Computed properties:
Multiplicity: 1
Largest force on an atom, eV Å⁻¹: 3.82

Results of the Mulliken charge analysis, in e, for atoms 1 through 2:
1 Au -0.31
2 C -0.70

---

(2)
Formula: C14H17AuN3OS2
Source: the Open Molecules 2025 dataset
Level of theory: ωB97M-V/def2-TZVPD

Element x y z (Å)
Au: 0.0960 0.0972 0.1097
N: -2.6456 -2.6573 1.7492
C: -3.4764 -2.1941 0.7307
C: -4.8178 -2.4219 0.6345
C: -5.5185 -1.5196 -0.1851
C: -4.9092 -0.4808 -0.8460
C: -3.5347 -0.1859 -0.7271
C: -2.8112 -1.0865 0.1279
N: -1.5329 -1.0206 0.7245
C: -1.5047 -1.9292 1.7193
C: -0.3750 -2.0719 2.6979
C: -0.4384 -2.9733 3.7216
S: 0.9075 -2.8630 4.7790
C: 1.3046 -1.4215 3.9646
N: 0.6267 -1.1452 2.8793
H: -2.8361 -3.4283 2.3977
H: -5.3356 -3.3085 0.9822
H: -6.5769 -1.7034 -0.3689
H: -5.5295 0.1247 -1.5010
H: -3.1819 0.6774 -1.2362
H: -1.2586 -3.5806 4.0227
H: 2.1991 -0.8966 4.3650
C: 2.6141 3.5598 -3.4597
C: 2.1089 2.1994 -2.9835
S: 2.0250 2.1692 -1.1274
O: 1.8167 0.6082 -0.8230
C: 3.7134 2.3724 -0.5265
C: 4.6352 1.2376 -0.9632
H: 2.3087 3.6743 -4.4749
H: 3.6811 3.6825 -3.4258
H: 2.1200 4.4008 -2.9059
H: 2.7398 1.3221 -3.2940
H: 1.0707 2.0518 -3.3001
H: 3.6277 2.5951 0.5331
H: 4.1404 3.3190 -0.8018
H: 5.2953 1.5037 -1.7530
H: 3.9831 0.3856 -1.3263
H: 5.2689 0.9077 -0.1094

Computed properties:
Total charge: +1
Multiplicity: 1
Largest force on an atom, eV Å⁻¹: 2.68

Results of the Mulliken charge analysis, in e, for atoms 1 through 2:
1 Au 0.32
2 N -0.06

---

(3)
Formula: C14H17B3Br33O4P
Source: the Open Molecules 2025 dataset
Level of theory: ωB97M-V/def2-TZVPD

Element x y z (Å)
C: 2.0449 -0.9440 -2.2166
C: 0.9112 -1.3361 -2.3048
C: -0.4279 -1.9844 -2.1612
B: -0.4743 -2.3838 -0.6224
O: -0.9296 -1.4959 0.3621
B: 0.2336 -1.1647 1.0715
O: 1.1663 -2.1497 1.4291
B: 1.1071 -3.2795 0.6344
P: 2.6134 -4.5164 0.5600
O: 3.7384 -4.1044 1.4499
O: -0.0040 -3.6186 -0.1502
H: 3.0587 -0.8422 -1.8751
H: -1.2321 -1.2905 -2.4418
H: -0.4654 -2.9257 -2.7338
H: 0.4466 -0.0272 1.3361
H: 2.0683 -5.7745 0.8964
H: 3.0478 -4.6414 -0.7970
C: 2.6784 3.2175 -2.0756
Br: 4.3884 3.7421 -1.3521
Br: 2.6746 3.2595 -4.0038
Br: 2.1135 1.4931 -1.4142
H: 1.9460 3.9434 -1.7361
C: -1.5912 3.8726 -2.2966
Br: -0.2338 4.8464 -1.3249
Br: -0.9850 3.3477 -4.0512
Br: -2.2478 2.3659 -1.2864
H: -2.4240 4.5497 -2.4397
C: -3.6280 3.3925 -6.9055
Br: -4.3563 5.1652 -7.1261
Br: -4.7109 2.3178 -5.7267
Br: -3.3328 2.5203 -8.6008
H: -2.6608 3.5034 -6.4325
C: -7.2592 3.3713 -2.2680
Br: -5.4114 3.8497 -1.9804
Br: -7.5070 1.4583 -2.2642
Br: -8.4318 4.2510 -1.0127
H: -7.5279 3.7240 -3.2555
C: 6.4048 0.5093 -1.5709
Br: 8.1344 0.9747 -0.8573
Br: 6.3912 0.5533 -3.5006
Br: 5.7766 -1.1832 -0.8846
H: 5.7077 1.2654 -1.2329
C: 1.5255 -0.2829 -6.3588
Br: 2.4311 -1.2342 -7.7743
Br: 0.0809 0.8089 -7.0401
Br: 0.9299 -1.4673 -4.9560
H: 2.2490 0.3903 -5.9155
C: -9.9960 6.4487 2.3147
Br: -10.7283 8.1887 2.7089
Br: -10.0241 5.2922 3.8576
Br: -10.8679 5.6344 0.7970
H: -8.9582 6.5937 2.0443
C: 1.8373 -5.5024 4.9347
Br: 0.3943 -5.5651 6.2153
Br: 1.1858 -5.2274 3.1374
Br: 3.1643 -4.1919 5.4069
H: 2.3210 -6.4705 4.9523
C: 2.0002 -0.5686 7.8056
Br: 3.7945 -0.0453 8.2794
Br: 1.7405 -0.5754 5.8926
Br: 1.5110 -2.2576 8.5994
H: 1.3331 0.1805 8.2122
C: -0.1463 2.7639 6.4088
Br: 0.0991 2.5330 8.3113
Br: -1.6973 3.8411 6.0159
Br: 1.4401 3.4575 5.5608
H: -0.3267 1.7814 5.9914
C: 4.8197 -8.5437 1.4564
Br: 6.3716 -8.1455 2.5295
Br: 3.5116 -9.5661 2.4403
Br: 4.0415 -6.9418 0.7030
H: 5.1519 -9.1604 0.6315

Computed properties:
Multiplicity: 1
Largest force on an atom, eV Å⁻¹: 2.05

Results of the Mulliken charge analysis, in e, for atoms 1 through 2:
1 C 0.51
2 C -0.67

---

(4)
Formula: C14H17BF3IN2O7
Source: the Open Molecules 2025 dataset
Level of theory: ωB97M-V/def2-TZVPD

Element x y z (Å)
C: -3.7958 1.8912 -0.2929
B: -2.5197 1.4165 -1.2293
O: -2.6391 0.1201 -1.8583
C: -1.2661 2.4573 -1.4007
C: -1.4805 3.1613 -2.8503
N: -1.4817 3.9897 -3.7374
C: 0.2000 1.7209 -1.3026
I: 0.5885 0.8620 -3.2649
C: 0.0636 0.4747 -0.2670
N: -0.1845 -0.2512 0.6781
C: 1.3590 2.6697 -0.7083
C: 2.5776 2.9968 -1.7001
C: 2.1987 4.0855 -2.8609
F: 3.1611 4.1158 -3.9369
H: -3.6999 3.0293 -0.1113
H: -3.8786 1.2758 0.6681
H: -4.7237 1.7749 -0.9863
H: -3.2146 0.1994 -2.6579
H: -1.3074 3.2127 -0.5372
H: 0.8869 3.6573 -0.3652
H: 1.8234 2.1386 0.2146
H: 3.3802 3.5398 -1.0552
H: 3.1174 2.0715 -2.1253
H: 1.1178 3.9869 -3.2235
H: 2.2613 5.1190 -2.3306
O: -3.0733 -5.4770 3.0645
C: -2.7006 -4.7101 2.2219
O: -1.4573 -4.1507 2.1924
C: -1.3712 -3.4174 0.9788
C: -2.8066 -3.1482 0.6641
F: -3.0106 -3.1019 -0.6738
O: -3.4700 -4.2842 1.1801
H: -0.8800 -4.0315 0.2181
H: -0.7956 -2.5000 1.1142
H: -3.2075 -2.2439 1.1316
O: 2.7184 -0.0791 0.9868
C: 2.8418 -1.0388 1.6943
O: 3.8325 -1.1843 2.6199
C: 3.5510 -2.3805 3.3311
C: 2.7067 -3.1395 2.3591
F: 1.8019 -3.9134 3.0022
O: 2.0146 -2.1209 1.6670
H: 3.0167 -2.1371 4.2540
H: 4.4699 -2.9105 3.5872
H: 3.2749 -3.7466 1.6478

Computed properties:
Multiplicity: 1
Structure (SMILES): CB(O)[C@H](C#N)[C@](I)(C#N)CCCF.O=C1OC[C@@H](F)O1.O=C1OC[C@@H](F)O1
Largest force on an atom, eV Å⁻¹: 6.94

Results of the Mulliken charge analysis, in e, for atoms 1 through 2:
1 C -0.84
2 B 0.52

---

(5)
Formula: C14H17BrN6
Source: the Open Molecules 2025 dataset
Level of theory: ωB97M-V/def2-TZVPD

Element x y z (Å)
C: 1.1711 0.7217 5.7144
N: 0.2399 0.2299 4.6929
C: 0.8285 -0.0696 3.3773
C: 0.9767 1.1448 2.4445
N: -0.0967 0.5543 1.5818
C: -0.0997 0.6307 0.1834
N: 0.6134 1.6325 -0.3427
C: 0.7110 1.6953 -1.7242
N: 1.5259 2.6357 -2.2272
C: 1.7316 2.7187 -3.5559
C: 1.0843 1.9177 -4.4555
Br: 1.3670 2.1689 -6.3201
C: 0.2269 0.9540 -3.9656
C: 0.0822 0.7842 -2.5891
N: -0.6498 -0.2723 -2.0244
C: -1.6042 -1.1412 -2.6428
C: -2.0848 -2.0470 -1.5343
C: -1.5223 -3.4329 -1.7311
N: -1.5264 -1.4090 -0.3354
C: -0.7599 -0.4136 -0.6628
C: -0.2002 -0.6742 2.3901
H: 1.5563 1.7046 5.3974
H: 1.9779 0.0139 5.9152
H: 0.6326 0.8215 6.6911
H: -0.5358 0.8924 4.6177
H: 1.7278 -0.7277 3.4200
H: 1.9917 1.2072 2.0210
H: 0.7208 2.1123 2.8717
H: 2.4016 3.4974 -3.8924
H: -0.3092 0.3668 -4.6659
H: -2.4741 -0.5907 -2.9924
H: -1.2338 -1.7453 -3.4523
H: -3.1752 -2.0842 -1.5121
H: -0.4420 -3.4068 -1.7420
H: -1.8659 -4.1187 -0.9298
H: -1.8739 -3.8402 -2.6669
H: -1.2135 -0.8048 2.7819
H: 0.1000 -1.6263 1.8645

Computed properties:
Multiplicity: 1
Structure (SMILES): CNC1CN(C2=Nc3ncc(Br)cc3N3C[C@@H](C)N=C23)C1
Largest force on an atom, eV Å⁻¹: 2.60

Results of the Mulliken charge analysis, in e, for atoms 1 through 2:
1 C -0.89
2 N -0.43

---

(6)
Formula: C14H17BrN8PRhSe
Source: the Open Molecules 2025 dataset
Level of theory: ωB97M-V/def2-TZVPD

Element x y z (Å)
Rh: -0.9940 1.1268 -0.6418
N: -3.1005 -2.2570 -3.8530
N: -3.0101 -1.7433 -2.6103
N: -3.6350 -2.2787 -1.5892
C: -3.2074 -1.5404 -0.5821
N: -2.3469 -0.6058 -1.0041
N: -2.2289 -0.7491 -2.3184
H: -3.9121 -2.8433 -3.9778
H: -2.9158 -1.5866 -4.5832
H: -3.5294 -1.6779 0.4347
C: -1.7441 1.6599 2.9292
P: -0.4218 1.3137 1.7387
C: 0.9783 2.3230 2.3034
C: 0.0606 -0.4172 1.9332
C: -0.9062 -1.3891 2.2102
C: -0.5386 -2.7188 2.3205
C: 0.7900 -3.0895 2.1490
C: 1.7585 -2.1248 1.8929
C: 1.3963 -0.7950 1.7700
H: -2.6610 1.1323 2.6740
H: -1.9498 2.7304 2.9072
H: -1.4118 1.3757 3.9282
H: 1.2822 1.9716 3.2900
H: 0.6484 3.3594 2.3762
H: 1.8207 2.2720 1.6167
H: -1.9373 -1.0993 2.3750
H: -1.2814 -3.4678 2.5615
H: 1.0747 -4.1300 2.2323
H: 2.7993 -2.4103 1.8090
H: 2.1566 -0.0436 1.5898
Se: 1.5258 -1.8772 -2.1049
N: 2.9404 -1.0008 -2.5756
C: 2.7583 0.2871 -2.3247
C: 3.6337 1.3785 -2.5559
C: 3.1967 2.6211 -2.1905
C: 1.9224 2.8099 -1.5946
N: 1.0887 1.8202 -1.3694
C: 1.4837 0.5847 -1.7396
N: 0.6658 -0.4332 -1.5432
H: 4.6014 1.2156 -3.0121
H: 3.8188 3.4901 -2.3514
H: 1.5990 3.8015 -1.3023
Br: -2.2681 3.0050 -1.2177

Computed properties:
Total charge: +2
Multiplicity: 5
Expectation value of S²: 6.018
Largest force on an atom, eV Å⁻¹: 0.84

Results of the Mulliken charge analysis, in e, for atoms 1 through 2:
1 Rh 0.04
2 N -0.54

---

| no. | E (Eh) |
| --- | --- |
| 1 | -3367.9910 |
| 2 | -1715.0146 |
| 3 | -86202.9843 |
| 4 | -1801.9385 |
| 5 | -3446.1903 |
| 6 | -6408.4163 |